1.
Below is a cluster of 2 separate species, C5H14N2O2 in total at a distorted geometry, with properties calculated with ωB97M-V with the def2-TZVPD basis set.

```
23
Properties=species:S:1:pos:R:3:lowdin_charge:R:1
O 1.11 2.31 0.29 0.0030
O 0.02 0.39 -0.32 -0.1586
N 2.22 0.26 0.44 0.1220
N 1.77 1.18 -1.65 0.1238
C -0.93 0.17 1.16 -0.0640
C 1.26 1.02 -0.31 -0.7888
C 0.05 -1.82 -0.96 -0.0829
C -0.82 -2.39 -0.09 -0.1107
C -2.37 0.38 0.78 -0.0900
H -0.72 -0.69 1.79 0.0912
H -2.84 -0.53 0.43 0.0609
H -2.92 0.74 1.66 0.0847
H 2.05 0.26 -2.00 0.0816
H 1.95 0.24 1.42 0.0871
H 3.12 0.72 0.38 0.0857
H -0.26 -1.57 -1.96 0.0630
H -1.87 -2.50 -0.33 0.0420
H -2.45 1.13 -0.01 0.0813
H -0.49 1.03 1.65 0.0892
H 1.04 1.52 -2.25 0.0838
H 0.45 2.80 -0.22 0.0967
H 1.11 -1.85 -0.77 0.0520
H -0.48 -2.83 0.83 0.0472
```

Results
Strongest force on any atom = 0.0700 hartree/bohr
SMILES string = CCOC(N)(N)O.C=C
Energy = -458.805820 hartree
Multiplicity = 1



2.
Below is a cluster of 2 separate species, C5H14N2O2 in total at a distorted geometry, with properties calculated with ωB97M-V with the def2-TZVPD basis set.

```
23
Properties=species:S:1:pos:R:3:lowdin_charge:R:1
O 1.65 -1.38 -0.63 -0.1048
O -0.02 2.04 0.58 0.0148
N -1.05 -0.30 0.48 -0.1914
N -1.43 -1.17 1.55 0.0666
C 1.32 0.02 -0.81 -0.3548
C 0.29 0.89 0.78 -0.4695
C 0.91 0.32 -2.24 -0.0980
C 1.10 0.39 1.94 -0.0369
C -2.17 0.28 -0.27 -0.0532
H 0.03 -0.26 -2.54 0.0673
H 2.34 -1.63 -1.26 0.0839
H -2.77 -0.52 -0.70 0.0863
H -2.77 0.91 0.39 0.0917
H 1.38 -0.65 1.82 0.0722
H -1.78 0.90 -1.07 0.0827
H 2.00 1.00 2.01 0.0910
H -0.23 -0.61 -0.21 0.1334
H 2.22 0.61 -0.59 0.1089
H -1.72 -2.07 1.16 0.0878
H -2.21 -0.78 2.06 0.0904
H 0.53 0.53 2.86 0.0829
H 0.67 1.39 -2.35 0.0771
H 1.71 0.09 -2.96 0.0715
```

Results
Strongest force on any atom = 0.0522 hartree/bohr
Energy = -458.751748 hartree
Multiplicity = 1



3.
Below is a cluster of 2 separate species, C5H14N2O2S in total at a distorted geometry, with properties calculated with ωB97M-V with the def2-TZVPD basis set.

```
24
Properties=species:S:1:pos:R:3:lowdin_charge:R:1
S 2.03 -1.63 -0.40 0.6196
O 3.37 -2.08 -0.77 -0.3579
O 1.53 -0.64 -1.47 -0.2268
N 1.78 -0.98 1.02 -0.1898
N 0.59 1.46 -0.41 -0.0497
C 1.08 -3.21 -0.82 -0.0997
C -0.76 1.32 0.11 -0.4903
C 1.31 2.43 -0.13 -0.0145
C -1.71 0.90 -0.95 -0.1094
C -1.01 0.51 1.45 -0.0422
H -1.21 2.35 0.25 0.1316
H 1.12 -3.16 -1.83 0.0046
H 2.26 -1.40 1.73 -0.0380
H -1.35 1.31 -2.02 0.1339
H 1.18 0.17 -0.94 0.0040
H 0.10 -3.27 -0.31 0.0655
H -0.74 1.08 2.39 0.0917
H 1.04 3.28 0.69 0.1327
H -1.67 -0.22 -0.90 0.0831
H -2.73 1.20 -0.87 0.0632
H 1.66 -3.98 -0.32 0.0554
H -0.32 -0.35 1.33 0.0277
H -2.13 0.34 1.21 0.0963
H 2.38 2.57 -0.54 0.1089
```

Results
Strongest force on any atom = 0.1083 hartree/bohr
SMILES string = C[S@@](=N)(=O)O.C=NC(C)C
Energy = -856.950896 hartree
Multiplicity = 1



4.
Below is a cluster of 3 separate species, C5H14N2S in total at a distorted geometry, with properties calculated with ωB97M-V with the def2-TZVPD basis set.

```
22
Properties=species:S:1:pos:R:3:lowdin_charge:R:1
S 1.38 -0.68 1.85 0.6373
N 0.25 -1.78 -0.85 -0.0207
N -2.15 1.48 0.53 0.0145
C -1.38 2.11 -0.48 -0.2019
C 1.09 -2.43 1.44 -0.6323
C 0.02 -2.58 0.35 -0.3933
C -0.04 1.96 -0.54 -0.2001
C 0.76 2.42 -1.70 -0.1339
H 0.46 -0.83 -0.48 -0.0062
H 0.47 1.39 0.21 0.0243
H -0.63 -0.47 1.89 0.1463
H 0.24 3.13 -2.39 0.0837
H 1.10 -2.05 -1.30 0.0531
H 1.09 1.57 -2.32 0.0696
H 1.70 2.92 -1.44 0.0660
H -2.67 2.11 1.11 0.0656
H -0.98 -2.27 0.71 0.0887
H -1.98 2.58 -1.23 0.1025
H -0.01 -3.63 0.02 0.1121
H -1.54 0.95 1.14 -0.0067
H 2.01 -2.90 1.11 0.0681
H 0.80 -2.98 2.35 0.0633
```

Results
Strongest force on any atom = 0.0766 hartree/bohr
Energy = -706.477293 hartree
Multiplicity = 1



5.
Below is an isolated molecule of C5H14N2S at a distorted geometry, with properties calculated with ωB97M-V with the def2-TZVPD basis set.

```
22
Properties=species:S:1:pos:R:3:lowdin_charge:R:1
S 2.12 -2.12 2.49 0.7193
N 1.82 -0.15 -0.33 0.0396
N -1.05 1.07 -0.17 -0.2492
C -0.31 1.83 -1.18 -0.1163
C -2.47 1.14 -0.49 -0.1220
C 0.92 -1.89 1.17 -0.5746
C -0.62 -0.32 -0.02 -0.2037
C 0.75 -0.48 0.63 -0.4446
H 0.97 -2.56 0.31 0.0877
H -2.67 0.98 -1.56 0.0862
H 3.26 -1.95 1.82 -0.1601
H 2.11 -0.93 -0.89 0.0725
H 0.54 2.33 -0.72 0.0706
H -3.02 0.36 -0.02 0.0613
H -0.96 2.54 -1.67 0.0721
H -0.67 -0.87 -0.97 0.1285
H 0.01 -2.20 1.68 0.0578
H -1.40 -0.76 0.60 0.1108
H 2.60 0.32 0.10 0.0702
H -2.91 2.08 -0.16 0.0860
H 0.81 0.32 1.36 0.1330
H 0.17 1.23 -1.96 0.0748
```

Results
Strongest force on any atom = 0.0259 hartree/bohr
SMILES string = CN(C)C[C@H](N)CS
Energy = -706.567351 hartree
Multiplicity = 1



What are the ΔE to the lowest compared entry with this formula, charge and spin values for these records? In order: 82.7; 116.6; 59.8; 70.8; 14.3 kcal/mol.